Entry 1:
Here is a 2-piece molecular cluster, C6H14OS overall from the Open Molecules 2025 dataset. Energies are from ωB97M-V/def2-TZVPD.

Computed properties:
HOMO-LUMO gap (spin up / spin down)	8.16 / 7.50	eV
E_HOMO (spin up / spin down)	-7.98 / -8.20	eV
DFT total energy	-710.26383	a.u.
LUMO level (spin up / spin down)	0.1838 / -0.6987	eV

```
22
Properties=species:S:1:pos:R:3:lowdin_charge:R:1
C -1.68 -1.04 -1.43 -0.1951
C 0.90 -0.03 1.60 -0.0865
C 0.91 -1.96 -0.03 -0.0829
C 1.23 0.41 -0.86 -0.0852
C -1.17 2.67 0.22 0.0272
C 0.61 -0.49 0.19 -0.6813
O -1.93 -0.89 1.15 -0.4672
S -1.28 -0.25 0.01 0.8478
H -2.65 -1.51 -1.45 0.0228
H -1.38 -0.54 -2.33 0.0169
H 1.97 -0.01 1.80 0.0933
H 0.49 0.97 1.75 0.0678
H 0.41 -0.70 2.31 0.0832
H 1.98 -2.14 0.07 0.0913
H 0.60 -2.27 -1.02 0.0717
H 0.39 -2.57 0.71 0.0887
H 1.12 -0.02 -1.85 0.0817
H 0.75 1.38 -0.84 0.0492
H 2.30 0.54 -0.67 0.0931
H -1.44 2.84 -0.80 -0.0103
H -1.95 2.64 0.94 -0.0101
H -0.19 2.95 0.54 -0.0159
```

***

Entry 2:
Here is C6H14OS2 as an isolated structure from the Open Molecules 2025 dataset. Energies are from ωB97M-V/def2-TZVPD.

Computed properties:
HOMO-LUMO gap	8.33	eV
E_HOMO	-7.78	eV
DFT total energy	-1108.49744	a.u.
LUMO level	0.5575	eV

```
23
Properties=species:S:1:pos:R:3:lowdin_charge:R:1
C -0.96 0.60 2.34 -0.1111
C 0.40 -1.49 1.96 -0.0710
C 2.00 1.57 -1.49 -0.3597
C -0.93 -0.36 -2.69 -0.2524
C -0.52 -0.38 1.38 -0.4925
C 0.22 0.30 0.12 -0.5164
O -1.45 -2.26 -0.76 -0.5550
S 1.99 0.54 0.06 0.8291
S -0.35 -1.55 -1.27 0.8493
H -1.54 1.30 1.83 0.0647
H -1.68 0.18 3.07 0.1090
H -0.30 1.13 2.89 0.0530
H -0.09 -2.34 2.33 0.0692
H 0.96 -0.93 2.68 0.0754
H 1.05 -1.87 1.20 0.0387
H 3.02 1.86 -1.70 0.0307
H 1.47 2.42 -1.24 0.0011
H 1.51 1.24 -2.39 0.0216
H -1.76 -0.76 -3.28 0.0460
H -0.05 -0.20 -3.26 -0.0011
H -1.17 0.66 -2.36 0.0273
H -1.48 -0.72 0.83 0.1273
H -0.33 1.07 -0.24 0.0169
```

***

Entry 3:
Here is a single C6H14P2 molecule from the Open Molecules 2025 dataset. Energies are from ωB97M-V/def2-TZVPD.

Computed properties:
structure (SMILES)	CP1#P(C)C(C)(C)C1
HOMO-LUMO gap	9.31	eV
E_HOMO	-8.34	eV
DFT total energy	-919.64021	a.u.
LUMO level	0.9719	eV

```
22
Properties=species:S:1:pos:R:3:lowdin_charge:R:1
C 0.35 -0.76 1.11 -0.3932
C -0.68 -0.20 0.03 -0.7889
C -2.01 0.16 0.57 -0.1364
C -0.83 -1.21 -1.22 -0.1265
C 2.31 -1.10 -0.94 -0.3556
C 0.32 2.57 0.63 -0.3602
P 1.89 0.08 0.42 0.7491
P 0.39 1.20 -0.74 0.8203
H 0.17 -0.34 2.14 0.0683
H 0.20 -1.85 1.20 0.0735
H -2.80 0.12 -0.36 0.1188
H -2.04 1.15 1.06 0.0673
H -2.49 -0.57 1.24 0.0772
H -1.77 -0.89 -1.68 0.0541
H -1.05 -2.26 -0.81 0.1026
H 0.05 -1.08 -1.86 0.0231
H 3.28 -1.39 -0.70 -0.0114
H 2.15 -0.52 -1.79 -0.0224
H 1.50 -1.88 -0.82 0.0384
H -0.46 3.42 0.54 0.0634
H 1.21 3.06 0.40 -0.0230
H 0.30 2.30 1.59 -0.0384
```